The following is a DFT calculation (wB97M-V/def2-TZVPD) of a cluster of 10 separate species, C48H124N8O15 in total at a distorted geometry.

Computed properties:
SMILES = COC[C@H](C)N.COC[C@H](C)N.COC[C@H](C)N.COCCNCCOC.COCCNCCOC.COCCNCCOC.COCCNCCOC.COCCNCCOC.CC(C)O.CC(C)O
ΔE to the lowest compared entry with this formula, charge and spin = 52.3 kcal per mole
Gap between HOMO and LUMO = 8.658 eV
LUMO = 0.45 eV
HOMO energy = -8.20 eV

Last columns: bonded neighbours and bond lengths (Å).
CARTESIAN COORDINATES (ANGSTROEM)
1 C 1.199 4.127 -16.956  O2 1.456, H7 1.090, H8 1.090, H9 1.090
2 O 2.213 3.989 -17.991  C1 1.456, C3 1.459
3 C 3.499 3.534 -17.474  O2 1.459, C4 1.593, H10 1.090, H11 1.090
4 C 4.658 3.672 -18.557  C3 1.593, C5 1.514, N6 1.453, H12 1.090
5 C 4.420 2.609 -19.608  C4 1.514, H13 1.090, H14 1.090, H15 1.090
6 N 5.974 3.584 -17.947  C4 1.453, H16 1.010, H17 1.010
7 H 0.242 4.388 -17.408  C1 1.090
8 H 1.505 4.867 -16.216  C1 1.090
9 H 1.024 3.158 -16.490  C1 1.090
10 H 3.726 4.165 -16.615  C3 1.090
11 H 3.486 2.520 -17.074  C3 1.090
12 H 4.467 4.677 -18.934  C4 1.090
13 H 5.073 2.676 -20.478  C5 1.090
14 H 3.392 2.792 -19.922  C5 1.090
15 H 4.427 1.601 -19.193  C5 1.090
16 H 6.221 4.429 -17.451  N6 1.010
17 H 6.698 3.495 -18.645  N6 1.010
18 C 13.779 7.695 -26.317  O19 1.393, H24 1.090, H25 1.090, H26 1.090
19 O 13.998 7.137 -25.059  C18 1.393, C20 1.412
20 C 12.886 6.736 -24.287  O19 1.412, C21 1.622, H27 1.090, H28 1.090
21 C 12.303 5.307 -24.787  C20 1.622, C22 1.493, N23 1.459, H29 1.090
22 C 11.200 4.747 -23.950  C21 1.493, H30 1.090, H31 1.090, H32 1.090
23 N 13.281 4.224 -24.783  C21 1.459, H33 1.010, H34 1.010
24 H 14.712 7.832 -26.865  C18 1.090
25 H 13.251 8.649 -26.287  C18 1.090
26 H 13.277 6.953 -26.937  C18 1.090
27 H 13.092 6.648 -23.220  C20 1.090
28 H 12.090 7.471 -24.412  C20 1.090
29 H 12.001 5.371 -25.832  C21 1.090
30 H 10.648 3.944 -24.439  C22 1.090
31 H 10.402 5.483 -23.854  C22 1.090
32 H 11.560 4.347 -23.002  C22 1.090
33 H 13.810 4.126 -23.929  N23 1.010
34 H 14.038 4.581 -25.348  N23 1.010
35 C 9.657 8.010 -21.042  O36 1.446, H41 1.090, H42 1.090, H43 1.090
36 O 9.121 6.728 -21.439  C35 1.446, C37 1.377
37 C 8.998 5.926 -20.327  O36 1.377, C38 1.614, H44 1.090, H45 1.090
38 C 8.626 4.464 -20.903  C37 1.614, C39 1.560, N40 1.447, H46 1.090
39 C 7.302 4.444 -21.727  C38 1.560, H47 1.090, H48 1.090, H49 1.090
40 N 8.465 3.549 -19.794  C38 1.447, H50 1.010, H51 1.010
41 H 10.711 7.970 -20.765  C35 1.090
42 H 9.104 8.622 -20.330  C35 1.090
43 H 9.588 8.476 -22.024  C35 1.090
44 H 9.887 5.805 -19.708  C37 1.090
45 H 8.268 6.382 -19.657  C37 1.090
46 H 9.423 4.031 -21.507  C38 1.090
47 H 7.334 5.069 -22.619  C39 1.090
48 H 6.615 4.870 -20.997  C39 1.090
49 H 6.934 3.460 -22.017  C39 1.090
50 H 8.318 2.618 -20.157  N40 1.010
51 H 9.323 3.557 -19.260  N40 1.010
52 C 7.646 -2.088 -17.319  O53 1.467, H61 1.090, H62 1.090, H63 1.090
53 O 7.917 -1.485 -18.629  C52 1.467, C54 1.420
54 C 6.919 -0.663 -19.215  O53 1.420, C55 1.565, H64 1.090, H65 1.090
55 C 7.360 -0.112 -20.613  C54 1.565, N56 1.458, H66 1.090, H67 1.090
56 N 8.566 0.704 -20.538  C55 1.458, C57 1.471, H68 1.010
57 C 9.070 0.958 -21.897  N56 1.471, C58 1.516, H69 1.090, H70 1.090
58 C 10.453 1.574 -21.984  C57 1.516, O59 1.468, H71 1.090, H72 1.090
59 O 11.371 0.429 -21.993  C58 1.468, C60 1.423
60 C 12.715 0.886 -22.097  O59 1.423, H73 1.090, H74 1.090, H75 1.090
61 H 7.613 -1.299 -16.568  C52 1.090
62 H 8.564 -2.650 -17.145  C52 1.090
63 H 6.738 -2.690 -17.340  C52 1.090
64 H 6.663 0.143 -18.527  C54 1.090
65 H 5.970 -1.185 -19.343  C54 1.090
66 H 6.544 0.502 -20.995  C55 1.090
67 H 7.382 -0.903 -21.362  C55 1.090
68 H 9.236 0.129 -20.048  N56 1.010
69 H 8.419 1.648 -22.433  C57 1.090
70 H 9.083 0.015 -22.443  C57 1.090
71 H 10.647 2.222 -21.129  C58 1.090
72 H 10.611 2.105 -22.922  C58 1.090
73 H 13.086 1.407 -21.215  C60 1.090
74 H 12.771 1.650 -22.872  C60 1.090
75 H 13.454 0.116 -22.316  C60 1.090
76 C 5.696 8.165 -21.462  O77 1.426, H85 1.090, H86 1.090, H87 1.090
77 O 5.414 9.140 -22.463  C76 1.426, C78 1.457
78 C 6.286 9.176 -23.630  O77 1.457, C79 1.511, H88 1.090, H89 1.090
79 C 6.254 7.889 -24.419  C78 1.511, N80 1.444, H90 1.090, H91 1.090
80 N 4.950 7.654 -24.993  C79 1.444, C81 1.473, H92 1.010
81 C 4.866 6.356 -25.683  N80 1.473, C82 1.553, H93 1.090, H94 1.090
82 C 4.667 5.245 -24.617  C81 1.553, O83 1.447, H95 1.090, H96 1.090
83 O 3.562 5.541 -23.731  C82 1.447, C84 1.469
84 C 3.219 4.379 -22.899  O83 1.469, H97 1.090, H98 1.090, H99 1.090
85 H 6.587 8.426 -20.892  C76 1.090
86 H 5.789 7.157 -21.866  C76 1.090
87 H 4.895 8.078 -20.728  C76 1.090
88 H 7.282 9.361 -23.230  C78 1.090
89 H 6.099 10.035 -24.275  C78 1.090
90 H 6.572 7.115 -23.721  C79 1.090
91 H 7.001 7.934 -25.211  C79 1.090
92 H 4.281 7.634 -24.236  N80 1.010
93 H 5.707 6.081 -26.320  C81 1.090
94 H 3.962 6.278 -26.288  C81 1.090
95 H 5.552 5.029 -24.017  C82 1.090
96 H 4.417 4.336 -25.163  C82 1.090
97 H 2.988 3.556 -23.575  C84 1.090
98 H 2.249 4.452 -22.407  C84 1.090
99 H 4.011 4.150 -22.186  C84 1.090
100 C 15.652 2.586 -18.755  O101 1.395, H109 1.090, H110 1.090, H111 1.090
101 O 14.509 3.191 -19.279  C100 1.395, C102 1.428
102 C 14.208 4.507 -18.813  O101 1.428, C103 1.537, H112 1.090, H113 1.090
103 C 13.021 5.233 -19.464  C102 1.537, N104 1.450, H114 1.090, H115 1.090
104 N 13.454 6.082 -20.558  C103 1.450, C105 1.508, H116 1.010
105 C 14.230 7.275 -20.059  N104 1.508, C106 1.492, H117 1.090, H118 1.090
106 C 14.503 8.228 -21.174  C105 1.492, O107 1.441, H119 1.090, H120 1.090
107 O 13.301 8.940 -21.528  C106 1.441, C108 1.411
108 C 13.400 9.906 -22.552  O107 1.411, H121 1.090, H122 1.090, H123 1.090
109 H 15.575 2.555 -17.668  C100 1.090
110 H 16.566 3.070 -19.099  C100 1.090
111 H 15.693 1.574 -19.158  C100 1.090
112 H 15.092 5.081 -18.535  C102 1.090
113 H 13.860 4.272 -17.807  C102 1.090
114 H 12.502 5.878 -18.755  C103 1.090
115 H 12.359 4.492 -19.912  C103 1.090
116 H 12.619 6.412 -21.019  N104 1.010
117 H 15.167 6.912 -19.637  C105 1.090
118 H 13.696 7.829 -19.288  C105 1.090
119 H 15.030 7.751 -22.001  C106 1.090
120 H 15.209 8.993 -20.849  C106 1.090
121 H 14.029 10.779 -22.382  C108 1.090
122 H 12.369 10.171 -22.787  C108 1.090
123 H 13.822 9.448 -23.447  C108 1.090
124 C 4.554 -1.737 -15.367  O125 1.463, H133 1.090, H134 1.090, H135 1.090
125 O 5.477 -0.787 -14.746  C124 1.463, C126 1.421
126 C 5.244 0.515 -15.264  O125 1.421, C127 1.499, H136 1.090, H137 1.090
127 C 6.197 1.496 -14.651  C126 1.499, N128 1.470, H138 1.090, H139 1.090
128 N 5.826 2.858 -15.062  C127 1.470, C129 1.427, H140 1.010
129 C 6.801 3.781 -14.579  N128 1.427, C130 1.599, H141 1.090, H142 1.090
130 C 6.291 5.264 -14.892  C129 1.599, O131 1.439, H143 1.090, H144 1.090
131 O 6.522 5.760 -16.224  C130 1.439, C132 1.444
132 C 7.936 5.922 -16.467  O131 1.444, H145 1.090, H146 1.090, H147 1.090
133 H 4.749 -1.708 -16.439  C124 1.090
134 H 3.486 -1.523 -15.317  C124 1.090
135 H 4.690 -2.776 -15.067  C124 1.090
136 H 4.204 0.784 -15.077  C126 1.090
137 H 5.324 0.491 -16.350  C126 1.090
138 H 7.192 1.165 -14.950  C127 1.090
139 H 6.188 1.503 -13.561  C127 1.090
140 H 5.795 2.915 -16.070  N128 1.010
141 H 7.776 3.562 -15.014  C129 1.090
142 H 7.031 3.762 -13.514  C129 1.090
143 H 6.638 5.972 -14.140  C130 1.090
144 H 5.210 5.251 -14.754  C130 1.090
145 H 8.352 4.916 -16.514  C132 1.090
146 H 8.374 6.528 -15.674  C132 1.090
147 H 8.157 6.452 -17.393  C132 1.090
148 C 4.744 1.110 -23.565  O149 1.394, H157 1.090, H158 1.090, H159 1.090
149 O 5.600 2.077 -24.090  C148 1.394, C150 1.451
150 C 6.653 1.532 -24.926  O149 1.451, C151 1.529, H160 1.090, H161 1.090
151 C 7.573 2.584 -25.547  C150 1.529, N152 1.473, H162 1.090, H163 1.090
152 N 6.925 3.603 -26.390  C151 1.473, C153 1.412, H164 1.010
153 C 6.539 3.106 -27.653  N152 1.412, C154 1.521, H165 1.090, H166 1.090
154 C 5.937 4.145 -28.586  C153 1.521, O155 1.450, H167 1.090, H168 1.090
155 O 4.614 4.503 -28.113  C154 1.450, C156 1.425
156 C 4.088 5.571 -28.897  O155 1.425, H169 1.090, H170 1.090, H171 1.090
157 H 4.018 0.730 -24.284  C148 1.090
158 H 4.060 1.585 -22.862  C148 1.090
159 H 5.251 0.243 -23.141  C148 1.090
160 H 6.199 0.905 -25.693  C150 1.090
161 H 7.149 0.760 -24.337  C150 1.090
162 H 8.352 2.067 -26.108  C151 1.090
163 H 8.083 3.172 -24.783  C151 1.090
164 H 6.031 3.873 -26.006  N152 1.010
165 H 5.827 2.289 -27.532  C153 1.090
166 H 7.386 2.747 -28.239  C153 1.090
167 H 5.878 3.780 -29.612  C154 1.090
168 H 6.537 5.055 -28.579  C154 1.090
169 H 4.529 6.499 -28.531  C156 1.090
170 H 3.041 5.636 -28.601  C156 1.090
171 H 4.218 5.523 -29.978  C156 1.090
172 C 9.431 1.564 -17.149  C173 1.567, H176 1.090, H177 1.090, H178 1.090
173 C 10.776 2.365 -17.071  C172 1.567, C174 1.535, O175 1.461, H179 1.090
174 C 11.874 1.625 -17.848  C173 1.535, H180 1.090, H181 1.090, H182 1.090
175 O 10.615 3.754 -17.495  C173 1.461, H183 0.960
176 H 8.546 1.984 -16.671  C172 1.090
177 H 9.603 0.535 -16.834  C172 1.090
178 H 9.228 1.421 -18.210  C172 1.090
179 H 11.068 2.371 -16.021  C173 1.090
180 H 11.982 0.601 -17.490  C174 1.090
181 H 12.823 2.141 -17.705  C174 1.090
182 H 11.853 1.711 -18.934  C174 1.090
183 H 10.989 4.385 -16.876  O175 0.960
184 C 8.033 11.444 -17.384  C185 1.535, H188 1.090, H189 1.090, H190 1.090
185 C 8.609 10.053 -17.679  C184 1.535, C186 1.555, O187 1.457, H191 1.090
186 C 10.003 10.187 -18.357  C185 1.555, H192 1.090, H193 1.090, H194 1.090
187 O 8.730 9.353 -16.407  C185 1.457, H195 0.960
188 H 8.613 11.900 -16.582  C184 1.090
189 H 7.022 11.458 -16.975  C184 1.090
190 H 8.188 12.215 -18.139  C184 1.090
191 H 7.971 9.427 -18.303  C185 1.090
192 H 10.512 9.227 -18.441  C186 1.090
193 H 10.724 10.779 -17.794  C186 1.090
194 H 10.036 10.534 -19.390  C186 1.090
195 H 7.894 9.468 -15.949  O187 0.960

These are the Löwdin partial charges, in e, on atoms 1 to 6: C -0.090; O -0.205; C -0.168; C -0.394; C -0.059; N 0.066